No. 1
Here is a 2-piece molecular cluster, C38H51BO2S2 overall in a non-equilibrium geometry from the OMol25 dataset. Energies are from the ωB97M-V functional and the def2-TZVPD basis.

For the frontier orbital gap, the calculation gives 8.44 eV. The LUMO energy is 0.606 eV. The electronic energy is -66678.387 eV. As for the SMILES: Cc1cc(C)c([C@H](C[C@@H](C)c2c(C)cc(C)cc2C)c2ccc(C)s2)c(C)c1.Cc1ccc(B2OC(C)(C)C(C)(C)O2)s1.

Geometry as XYZ:
```
94
Properties=species:S:1:pos:R:3:mulliken_charge:R:1
C 2.850 1.586 4.835 -1.572
C 1.878 1.345 3.720 0.304
C 0.994 2.332 3.290 -1.246
C -0.025 2.055 2.368 1.279
C -1.109 3.091 2.226 -1.365
C -0.015 0.855 1.615 -0.106
C -1.031 0.743 0.431 2.243
C -1.454 -0.722 0.034 -0.422
C -2.947 -0.995 0.137 0.513
C -3.289 -2.495 0.124 -1.579
C -3.501 -0.224 1.344 -0.303
C -3.070 -0.489 2.663 1.811
C -2.161 -1.602 3.098 -1.389
C -3.447 0.382 3.690 -0.974
C -4.238 1.512 3.450 0.482
C -4.697 2.374 4.589 -1.692
C -4.585 1.804 2.136 -0.737
C -4.224 0.965 1.084 1.370
C -4.453 1.421 -0.333 -1.598
C -0.821 1.639 -0.669 1.630
C 0.161 2.624 -0.746 -0.994
C 0.335 3.172 -2.046 -1.249
C -0.508 2.622 -2.995 0.804
C -0.502 2.905 -4.456 -1.405
S -1.567 1.486 -2.244 -0.202
C 0.890 -0.147 2.031 0.988
C 1.018 -1.537 1.458 -1.721
C 1.817 0.117 3.065 -0.610
H 3.106 0.642 5.317 0.396
H 3.782 2.039 4.481 0.269
H 2.420 2.255 5.585 0.392
H 1.071 3.363 3.648 0.391
H -0.716 4.026 2.650 0.571
H -1.381 3.295 1.186 0.164
H -2.032 2.845 2.776 -0.074
H -1.928 1.184 0.880 -1.563
H -1.001 -1.419 0.738 -0.005
H -1.084 -0.981 -0.968 -0.731
H -3.413 -0.585 -0.766 0.553
H -4.373 -2.629 0.251 0.471
H -2.991 -2.943 -0.836 0.382
H -2.777 -3.036 0.927 0.122
H -2.194 -2.498 2.477 0.043
H -1.118 -1.255 3.162 0.097
H -2.424 -1.898 4.124 0.596
H -3.090 0.184 4.700 0.367
H -5.053 3.341 4.213 0.353
H -5.528 1.896 5.123 0.394
H -3.894 2.545 5.317 0.366
H -5.121 2.739 1.907 0.221
H -4.990 2.376 -0.337 0.403
H -3.481 1.590 -0.834 0.172
H -5.021 0.697 -0.931 0.312
H 0.745 2.945 0.116 0.455
H 1.054 3.959 -2.270 0.395
H -1.117 3.754 -4.775 0.278
H 0.525 3.115 -4.775 0.372
H -0.834 2.007 -4.993 0.372
H 2.057 -1.879 1.576 0.431
H 0.377 -2.291 1.953 0.268
H 0.847 -1.561 0.377 0.122
H 2.541 -0.673 3.309 0.304
C -0.316 -5.895 -4.695 -1.252
C 0.012 -4.736 -3.847 0.626
C -0.762 -3.591 -3.711 -0.890
C -0.041 -2.494 -3.140 -0.675
C 1.248 -2.820 -2.781 0.294
B 2.341 -1.840 -2.380 0.308
O 3.132 -1.238 -3.319 -0.498
C 4.054 -0.408 -2.584 1.939
C 5.434 -0.918 -2.980 -1.898
C 3.889 1.024 -3.077 -1.789
C 3.661 -0.575 -1.036 1.529
C 4.688 -1.325 -0.193 -1.992
C 3.333 0.725 -0.310 -1.678
O 2.473 -1.386 -1.085 0.233
S 1.542 -4.530 -3.080 -0.240
H -1.390 -5.922 -4.873 0.332
H 0.193 -5.797 -5.662 0.255
H 0.010 -6.829 -4.236 0.354
H -1.779 -3.531 -4.060 0.368
H -0.456 -1.504 -3.036 0.519
H 6.230 -0.347 -2.484 0.359
H 5.544 -1.980 -2.741 0.349
H 5.563 -0.804 -4.064 0.443
H 4.658 1.658 -2.614 0.360
H 4.011 1.072 -4.166 0.525
H 2.891 1.415 -2.838 0.125
H 5.647 -0.793 -0.186 0.401
H 4.335 -1.382 0.846 0.395
H 4.839 -2.350 -0.549 0.347
H 4.201 1.402 -0.325 0.506
H 2.455 1.226 -0.737 0.067
H 3.098 0.507 0.739 0.360
```


No. 2
Here is C38H51Cl3N2O3PSiTl as an isolated structure in a non-equilibrium geometry from the OMol25 dataset. Energies are from the ωB97M-V functional and the def2-TZVPD basis.

For the frontier orbital gap, the calculation gives 6.37 eV. The LUMO energy is -1.575 eV. The electronic energy is -108787.121 eV.

Geometry as XYZ:
```
100
Properties=species:S:1:pos:R:3:mulliken_charge:R:1
C 0.150 -6.471 -4.596 -0.742
C 1.369 -6.546 -5.459 0.165
H -0.747 -6.547 -5.225 0.366
H 0.114 -5.537 -4.017 -0.442
H 0.101 -7.295 -3.864 0.305
C 1.392 -7.187 -6.640 0.139
C 0.237 -7.907 -7.245 -1.469
H 2.314 -7.235 -7.212 0.298
H -0.689 -7.320 -7.198 0.358
H 0.047 -8.881 -6.771 0.293
H 0.457 -8.110 -8.298 0.377
Tl 0.367 -2.396 -0.580 1.091
Cl 1.242 -3.056 1.600 -0.510
Cl -0.498 -4.263 -1.926 -0.416
C 3.370 -1.179 -0.661 0.070
O 2.192 -0.868 -1.000 -0.379
N 4.448 -0.617 -1.209 0.268
C 4.355 0.355 -2.299 -0.865
C 5.787 -1.126 -0.916 -0.897
H 3.570 -1.948 0.107 0.302
H 3.500 1.019 -2.153 0.245
H 4.272 -0.136 -3.282 0.170
H 5.293 0.920 -2.275 0.447
H 5.805 -1.541 0.099 0.349
H 6.494 -0.289 -1.004 0.311
H 6.086 -1.921 -1.617 0.310
H -3.755 -1.100 -2.430 0.304
H -1.560 -1.968 -3.712 0.171
C -3.660 -0.194 -3.045 -0.876
C -1.734 -1.050 -4.306 -0.808
N -2.291 0.006 -3.488 0.165
H -3.981 0.673 -2.461 0.302
C -1.487 0.944 -2.918 0.431
O -0.298 1.141 -3.181 -0.620
H -0.793 -0.711 -4.753 0.302
H -2.018 1.519 -2.132 0.017
H -4.310 -0.303 -3.924 0.313
H -2.455 -1.305 -5.097 0.332
O 2.200 -4.399 -4.923 0.017
C 2.581 -5.777 -4.943 0.372
C 4.035 -5.430 -6.993 0.043
C 3.864 -5.995 -5.728 0.164
H 3.269 -4.754 -7.382 0.740
C 5.151 -5.787 -7.763 -1.048
H 2.746 -6.107 -3.905 0.263
C 4.837 -6.851 -5.200 -0.440
H 5.265 -5.345 -8.755 0.406
C 6.073 -6.716 -7.270 -0.432
C 5.925 -7.243 -5.981 -0.710
H 4.684 -7.227 -4.187 0.399
H 6.907 -7.031 -7.896 0.378
H 6.643 -7.963 -5.583 0.386
Si 2.853 -2.863 -4.772 -0.436
Cl -1.431 -0.663 -0.403 -0.346
C 2.847 -1.983 -6.408 -1.136
C 4.557 -2.997 -4.011 -0.901
C 1.602 -2.023 -3.696 0.323
H 3.504 -2.457 -7.146 0.376
H 3.172 -0.943 -6.266 0.397
H 1.824 -1.962 -6.807 0.321
H 0.583 -2.314 -3.974 -0.169
H 1.665 -0.930 -3.635 0.492
H 1.790 -2.461 -2.713 -0.766
H 5.216 -3.662 -4.590 0.443
H 4.525 -3.383 -2.981 0.288
H 5.039 -2.009 -3.988 0.399
C 2.846 4.997 3.480 -0.444
C 2.885 3.620 3.738 -0.531
C 1.966 2.770 3.128 -0.681
C 0.983 3.285 2.255 0.507
C 0.938 4.666 2.018 -0.056
C 1.865 5.517 2.634 -0.680
P -0.189 2.035 1.565 0.299
C -1.270 1.954 3.049 0.203
C -1.574 0.690 3.595 -0.468
C -2.332 0.614 4.767 -0.474
C -2.788 1.782 5.393 -0.466
C -2.493 3.033 4.842 -0.717
C -1.734 3.120 3.675 -0.089
C -1.196 3.101 0.473 0.651
C -2.562 3.342 0.676 -0.409
C -3.236 4.247 -0.148 -0.608
C -2.587 4.831 -1.240 -0.552
C -1.256 4.493 -1.512 -0.540
C -0.563 3.621 -0.675 -0.616
H 3.573 5.663 3.944 0.361
H 3.631 3.217 4.425 0.375
H 1.995 1.699 3.335 0.377
H 0.180 5.097 1.367 0.290
H 1.805 6.592 2.450 0.383
H -1.221 -0.210 3.086 0.391
H -2.559 -0.360 5.201 0.385
H -3.372 1.720 6.309 0.363
H -2.855 3.947 5.312 0.379
H -1.507 4.107 3.263 0.364
H -3.098 2.838 1.480 0.483
H -4.275 4.488 0.064 0.393
H -3.122 5.528 -1.888 0.362
H -0.757 4.898 -2.393 0.414
H 0.467 3.336 -0.909 0.355
```


No. 3
Here is C38H51N9O2P2SV as an isolated structure from the OMol25 dataset. Energies are from the ωB97M-V functional and the def2-TZVPD basis.

For the frontier orbital gap (alpha / beta), the calculation gives 5.90 / 6.63 eV. The expectation value of S² is 4.12. Its spin multiplicity is 4. The LUMO energy (alpha / beta) is -5.132 / -4.942 eV. The electronic energy is -112830.882 eV. As for the charge: +2.

Geometry as XYZ:
```
104
Properties=species:S:1:pos:R:3:mulliken_spin:R:1
V 0.209 0.520 -0.339 2.633
C 1.760 1.540 -3.301 0.008
C 2.011 2.500 -2.180 0.021
C 2.726 3.674 -2.429 0.003
C 3.055 4.520 -1.395 0.004
C 2.687 4.161 -0.104 0.001
C 1.971 2.997 0.072 0.031
N 1.599 2.189 -0.945 -0.061
C 1.515 2.565 1.412 0.020
C 2.157 2.872 2.601 -0.016
C 1.578 2.432 3.782 0.013
C 0.392 1.714 3.750 -0.013
C -0.167 1.418 2.517 0.008
N 0.404 1.826 1.382 0.041
C -1.439 0.694 2.301 0.027
C -2.435 0.760 3.253 0.005
C -3.679 0.234 2.939 0.006
C -3.830 -0.389 1.724 -0.001
C -2.757 -0.484 0.832 0.041
C -2.970 -1.277 -0.414 -0.009
N -1.578 0.104 1.092 -0.030
H 2.563 1.612 -4.034 0.003
H 1.708 0.518 -2.923 0.036
H 0.815 1.767 -3.795 0.002
H 3.023 3.898 -3.445 0.000
H 3.599 5.436 -1.579 0.000
H 2.932 4.788 0.742 0.000
H 3.085 3.425 2.605 0.000
H 2.052 2.647 4.731 0.000
H -0.071 1.374 4.665 0.000
H -2.263 1.284 4.182 0.000
H -4.512 0.332 3.624 0.000
H -4.781 -0.814 1.433 0.000
H -3.730 -2.036 -0.229 0.001
H -3.314 -0.638 -1.228 0.002
H -2.053 -1.760 -0.728 0.011
S -1.271 1.109 -2.107 -0.044
C -1.084 -0.411 -2.939 -0.015
N -1.805 -0.579 -4.069 0.342
N -1.594 -1.627 -4.840 0.290
C -0.398 -2.367 -5.072 -0.045
C -0.505 -3.726 -5.325 0.025
C 0.637 -4.464 -5.614 -0.017
C 1.877 -3.846 -5.646 0.032
C 1.970 -2.477 -5.410 -0.019
C 0.838 -1.734 -5.130 0.040
N -0.394 -1.441 -2.452 0.107
N 0.219 -1.213 -1.298 -0.524
C 0.811 -2.393 -0.770 -0.121
C 1.118 -3.497 -1.572 -0.073
C 1.746 -4.602 -1.013 0.033
C 2.058 -4.636 0.347 -0.049
C 1.721 -3.550 1.151 0.033
C 1.103 -2.440 0.594 0.056
H -2.322 -1.739 -5.531 -0.017
H -1.477 -4.203 -5.295 -0.002
H 0.551 -5.522 -5.822 -0.001
H 2.765 -4.418 -5.878 0.001
H 2.932 -1.984 -5.466 0.000
H 0.902 -0.667 -4.968 0.014
H 0.898 -3.461 -2.631 0.002
H 2.016 -5.435 -1.650 -0.001
H 2.574 -5.490 0.767 0.000
H 1.934 -3.568 2.213 0.002
H 0.797 -1.624 1.239 0.030
C 5.123 -1.292 2.126 0.002
C 3.889 -0.475 1.754 0.009
P 3.535 -0.243 -0.052 0.100
C 4.212 -1.777 -0.817 0.008
C 3.889 -1.895 -2.308 -0.021
C 4.844 1.011 -0.422 -0.006
C 5.257 1.153 -1.886 -0.004
H 5.290 -1.276 3.204 0.000
H 6.025 -0.904 1.651 0.000
H 5.014 -2.334 1.824 0.000
H 3.973 0.540 2.157 0.001
H 2.998 -0.906 2.221 0.004
H 3.762 -2.612 -0.278 -0.004
H 5.289 -1.843 -0.648 0.001
H 2.842 -1.664 -2.511 0.025
H 4.076 -2.909 -2.665 0.000
H 4.495 -1.220 -2.910 0.001
H 5.726 0.777 0.180 0.001
H 4.462 1.964 -0.045 0.004
H 5.892 0.325 -2.197 0.000
H 5.827 2.071 -2.032 0.000
H 4.398 1.184 -2.557 0.004
N -3.080 -4.043 5.225 0.000
C -3.365 -3.750 3.775 0.000
P -1.728 -3.942 2.905 0.000
O -0.816 -4.187 4.068 0.000
O -1.530 -2.887 1.871 0.013
C -1.837 -5.462 1.830 0.000
N -1.121 -5.101 0.565 -0.001
H -3.501 -4.913 5.545 0.000
H -3.382 -3.300 5.851 0.000
H -2.015 -4.139 5.234 0.000
H -3.674 -2.711 3.676 0.000
H -4.168 -4.390 3.417 0.000
H -2.871 -5.675 1.562 0.000
H -1.388 -6.346 2.275 0.000
H -1.267 -4.077 0.442 0.002
H -1.442 -5.622 -0.249 0.000
H -0.098 -5.212 0.631 -0.001
```


- electronic energy of number 2 (C38H51Cl3N2O3PSiTl)?
  -108787.121 eV


- The highest electronic energy belongs to which entry?
  C38H51BO2S2


- Look up the electronic energy of the second one.
  -108787.121 eV


- What is the electronic energy in the third record?
  -112830.882 eV